{"formula": "C43H49BClN8OS3Y", "method": "the ωB97M-V functional and the def2-TZVPD basis", "de_lowest_kcal_mol": 0.0, "molar_mass_g_mol": 925.3, "total_energy_ha": -3898.9920, "total_charge": 2, "elements": ["Y", "C", "C", "C", "C", "N", "N", "B", "N", "N", "C", "C", "C", "C", "C", "S", "C", "C", "C", "C", "N", "N", "C", "C", "C", "C", "C", "S", "C", "C", "C", "C", "C", "S", "C", "C", "C", "C", "H", "H", "H", "H", "H", "H", "H", "H", "H", "H", "H", "H", "H", "H", "H", "H", "H", "H", "H", "H", "H", "H", "H", "H", "H", "H", "H", "H", "H", "H", "H", "H", "H", "H", "H", "H", "H", "H", "H", "Cl", "C", "C", "C", "C", "O", "C", "C", "N", "C", "C", "C", "C", "C", "C", "C", "C", "N", "C", "C", "H", "H", "H", "H", "H", "H", "H", "H", "H", "H"], "positions_angstrom": [[0.381, 0.154, -3.028], [3.418, 2.868, 0.789], [2.201, 2.292, 1.431], [1.852, 2.567, 2.714], [0.719, 1.957, 3.320], [-0.071, 1.185, 2.628], [0.258, 0.933, 1.335], [-0.650, -0.099, 0.684], [-1.838, 0.409, -0.134], [-2.148, -0.060, 1.089], [-3.363, -0.295, 1.493], [-4.382, 0.117, 0.588], [-4.104, 0.645, -0.637], [-5.183, 1.053, -1.579], [-2.719, 0.746, -1.073], [-2.297, 1.172, -2.640], [-3.623, -0.912, 2.842], [-4.048, 0.240, 3.766], [-4.761, -1.933, 2.732], [-2.364, -1.600, 3.361], [-0.009, -1.470, 0.523], [0.698, -1.709, 1.643], [1.398, -2.808, 1.726], [1.416, -3.722, 0.643], [0.692, -3.488, -0.487], [0.697, -4.413, -1.655], [-0.082, -2.288, -0.540], [-1.090, -1.903, -1.870], [2.167, -2.994, 3.026], [1.147, -3.096, 4.166], [3.027, -4.254, 2.995], [3.061, -1.769, 3.243], [1.359, 1.378, 0.717], [1.843, 0.801, -0.819], [0.389, 2.215, 4.781], [-0.298, 3.582, 4.868], [1.675, 2.218, 5.620], [-0.534, 1.128, 5.322], [3.837, 3.652, 1.415], [3.192, 3.272, -0.196], [4.172, 2.094, 0.645], [2.449, 3.256, 3.292], [-5.413, -0.019, 0.883], [-6.161, 0.954, -1.118], [-5.137, 0.438, -2.478], [-5.032, 2.084, -1.898], [-4.963, 0.711, 3.408], [-3.274, 1.006, 3.832], [-4.240, -0.149, 4.764], [-5.721, -1.467, 2.515], [-4.863, -2.442, 3.689], [-4.562, -2.690, 1.974], [-1.519, -0.920, 3.430], [-2.088, -2.440, 2.723], [-2.558, -1.989, 4.360], [2.023, -4.614, 0.712], [1.372, -5.247, -1.478], [1.001, -3.876, -2.555], [-0.307, -4.797, -1.844], [0.470, -3.938, 4.020], [0.551, -2.186, 4.238], [1.666, -3.245, 5.112], [2.431, -5.158, 2.866], [3.555, -4.351, 3.943], [3.780, -4.217, 2.206], [2.476, -0.850, 3.220], [3.841, -1.704, 2.483], [3.546, -1.841, 4.216], [0.338, 4.381, 4.486], [-0.533, 3.813, 5.906], [-1.230, 3.588, 4.301], [2.311, 3.079, 5.426], [2.258, 1.310, 5.461], [1.408, 2.258, 6.675], [-1.471, 1.076, 4.773], [-0.762, 1.346, 6.364], [-0.058, 0.148, 5.276], [4.610, -3.468, -8.119], [3.756, -2.804, -6.772], [3.944, -3.345, -5.499], [3.273, -2.830, -4.411], [2.388, -1.757, -4.559], [1.744, -1.269, -3.512], [2.201, -1.204, -5.848], [1.367, -0.065, -6.120], [0.611, 0.555, -5.274], [-0.123, 1.704, -5.683], [-0.758, 1.824, -6.890], [-1.459, 3.006, -7.213], [-1.513, 4.043, -6.327], [-0.882, 3.937, -5.066], [-0.876, 4.983, -4.114], [-0.229, 4.812, -2.925], [0.390, 3.578, -2.660], [0.413, 2.579, -3.515], [-0.198, 2.755, -4.728], [2.902, -1.741, -6.946], [4.628, -4.172, -5.375], [3.426, -3.239, -3.422], [1.416, 0.313, -7.143], [-0.734, 1.006, -7.597], [-1.951, 3.079, -8.171], [-2.037, 4.955, -6.576], [-1.377, 5.913, -4.347], [-0.191, 5.595, -2.183], [0.876, 3.397, -1.708], [2.765, -1.313, -7.930]], "atomic_forces_ev_per_a": [[-0.888, 0.584, 1.077], [0.008, 0.059, 0.034], [-0.110, -0.050, 0.018], [-0.103, -0.031, -0.036], [0.043, 0.022, -0.060], [0.096, 0.036, -0.146], [-0.134, -0.048, 0.238], [-0.262, -0.071, -0.084], [0.113, 0.103, 0.021], [0.110, -0.074, -0.038], [0.052, -0.028, -0.039], [0.053, 0.029, -0.010], [0.022, 0.021, -0.002], [0.050, 0.017, 0.064], [-0.131, -0.159, -0.008], [-0.081, 0.172, -0.014], [-0.037, 0.076, -0.036], [-0.011, 0.000, 0.007], [-0.007, -0.009, 0.038], [-0.014, 0.001, 0.072], [0.101, 0.143, 0.139], [0.075, -0.133, -0.100], [-0.066, 0.156, -0.077], [0.039, -0.018, 0.034], [-0.047, 0.017, 0.019], [0.007, -0.022, -0.001], [0.023, -0.013, -0.034], [-0.090, -0.266, -0.004], [-0.028, -0.024, -0.039], [-0.013, -0.010, 0.043], [0.028, -0.022, 0.042], [0.025, 0.032, 0.070], [0.116, 0.002, 0.022], [0.136, 0.010, 0.198], [0.013, -0.048, -0.056], [-0.047, 0.031, 0.033], [-0.031, -0.022, -0.010], [-0.087, 0.013, 0.047], [0.024, 0.006, 0.000], [-0.008, 0.018, -0.023], [0.016, -0.043, -0.024], [0.070, 0.021, 0.058], [-0.030, 0.011, 0.020], [-0.040, -0.010, 0.008], [-0.013, -0.017, -0.043], [-0.002, 0.025, -0.026], [-0.049, 0.028, 0.000], [-0.015, -0.019, -0.010], [0.002, -0.012, 0.063], [-0.033, 0.024, -0.024], [-0.018, -0.011, 0.040], [0.044, -0.026, -0.044], [0.071, 0.090, -0.018], [0.031, -0.053, -0.038], [-0.017, -0.036, 0.028], [0.001, -0.005, -0.011], [0.005, -0.029, -0.018], [0.002, 0.003, -0.007], [-0.006, -0.004, -0.002], [-0.027, -0.054, -0.016], [-0.015, 0.058, -0.008], [0.021, 0.002, 0.034], [-0.042, -0.032, 0.004], [0.012, 0.011, 0.013], [0.019, 0.011, -0.038], [-0.035, 0.026, 0.010], [0.012, 0.000, -0.057], [0.039, -0.020, 0.025], [0.048, 0.028, -0.024], [0.007, 0.001, 0.034], [-0.039, -0.008, -0.024], [0.034, 0.063, -0.053], [0.021, -0.038, -0.008], [-0.018, 0.009, 0.035], [0.030, 0.029, 0.003], [-0.013, -0.008, 0.046], [0.037, -0.065, -0.011], [-0.007, 0.006, -0.001], [-0.084, 0.122, -0.063], [-0.037, 0.036, 0.040], [-0.012, 0.033, -0.096], [-0.076, 0.022, 0.039], [0.787, -0.511, -0.490], [0.045, 0.012, -0.152], [0.057, -0.087, -0.046], [-0.022, 0.064, -0.382], [0.079, -0.115, -0.050], [-0.038, 0.093, 0.045], [0.048, -0.030, 0.099], [0.023, -0.049, -0.012], [0.010, 0.128, 0.040], [0.027, -0.089, -0.017], [0.029, -0.077, 0.007], [0.032, -0.013, 0.001], [-0.028, 0.098, -0.109], [0.079, -0.048, -0.206], [0.104, -0.159, 0.126], [0.018, -0.029, -0.001], [0.006, -0.003, 0.025], [0.002, 0.002, 0.018], [-0.003, -0.031, -0.022], [-0.022, 0.014, -0.047], [-0.026, 0.039, -0.008], [-0.037, 0.061, -0.013], [-0.007, 0.032, 0.023], [-0.011, 0.023, -0.024], [0.013, 0.004, -0.042]], "mulliken_charge": [0.528, -1.685, 0.199, -0.557, -0.118, -0.144, 0.734, -1.133, -0.441, 0.472, 0.180, -1.095, 0.554, -1.822, 0.864, -0.383, 2.596, -1.653, -1.857, -1.563, 0.870, -0.098, -0.450, -0.411, 0.104, -1.789, 1.079, -0.306, 2.237, -1.281, -2.317, -1.430, 1.037, -0.306, 2.170, -1.812, -1.823, -1.413, 0.440, 0.281, 0.350, 0.451, 0.368, 0.401, 0.388, 0.374, 0.386, 0.201, 0.497, 0.416, 0.450, 0.418, -0.139, 0.348, 0.617, 0.623, 0.395, 0.215, 0.383, 0.373, -0.021, 0.488, 0.443, 0.411, 0.479, 0.046, 0.400, 0.472, 0.376, 0.481, 0.323, 0.411, 0.310, 0.475, -0.066, 0.601, 0.231, -0.188, -0.008, -0.616, -0.567, 0.310, -0.214, 0.235, -0.035, 0.100, -0.186, -0.214, -0.893, -0.910, 1.178, -0.761, -0.972, 0.221, -0.293, 0.455, -1.196, 0.434, 0.535, 0.555, 0.619, 0.434, 0.437, 0.472, 0.459, 0.342, 0.438]}